1.
Entry from the OMol25 dataset: a molecular structure, C49H59AlBrFN3P2 at a distorted geometry (wB97M-V/def2-TZVPD).

CARTESIAN COORDINATES (ANGSTROEM)
Al1 0.18384 0.74270 0.43509
C1 -2.16596 -0.03280 3.32129
C2 -2.16616 1.23560 4.16629
C3 -3.39176 2.09250 3.83579
C4 -0.87176 2.02940 4.10289
C5 -0.37676 2.44250 5.33779
C6 0.78514 3.17970 5.45799
C7 1.43464 3.59330 4.31329
C8 0.94804 3.25860 3.05539
C9 1.58194 3.91410 1.84959
C10 3.04504 3.51030 1.67659
C11 1.44564 5.43640 1.96789
C12 -0.16296 2.40500 2.94969
N1 -0.55686 1.95200 1.64869
C13 -1.46706 2.74410 0.97879
C14 -1.94176 4.00350 1.36009
C15 -2.85096 4.67310 0.56479
C16 -3.31066 4.14000 -0.62971
C17 -2.85586 2.89690 -1.04311
C18 -1.97016 2.25450 -0.22011
F1 -1.47676 0.95980 -0.53041
H1 -2.98076 -0.68230 3.63189
H2 -1.22676 -0.56930 3.44519
H3 -2.30916 0.20990 2.27039
H4 -2.27626 0.93220 5.21439
H5 -3.40226 2.38570 2.78949
H6 -3.40286 2.98710 4.45279
H7 -4.29846 1.52590 4.03829
H8 -0.92106 2.17620 6.23339
H9 1.16414 3.44560 6.43469
H10 2.32534 4.19620 4.39929
H11 1.04574 3.61410 0.94449
H12 3.63964 3.76440 2.55019
H13 3.46834 4.01310 0.81119
H14 3.11794 2.43180 1.51689
H15 1.97644 5.81890 2.83509
H16 0.39934 5.71790 2.05729
H17 1.85054 5.91750 1.08169
H18 -1.58616 4.44510 2.27529
H19 -3.21506 5.63750 0.87989
H20 -4.01926 4.67820 -1.23571
H21 -3.19276 2.44860 -1.96341
N2 1.56874 -1.56940 2.02789
P1 2.30304 -0.15910 1.40839
C19 3.23814 -0.82040 -0.01411
C20 2.96604 -2.05850 -0.58321
C21 3.67584 -2.48330 -1.69431
C22 4.64234 -1.66680 -2.25661
C23 4.92294 -0.43260 -1.68931
C24 4.22434 -0.00960 -0.57521
C25 3.60054 -0.00210 2.68159
C26 3.34054 0.73570 3.83269
C27 4.31394 0.85430 4.80929
C28 5.54834 0.24540 4.64049
C29 5.80124 -0.50360 3.50219
C30 4.83224 -0.62940 2.52369
C31 0.31004 -1.94910 1.69959
C32 -0.22576 -3.12150 2.25979
C33 -1.49546 -3.52200 1.92679
C34 -2.20936 -2.74890 1.01219
C35 -1.62426 -1.62090 0.49589
N3 -0.38776 -1.18940 0.83209
H22 2.05924 -2.14070 2.70459
H23 2.20534 -2.70220 -0.16531
H24 3.47794 -3.45570 -2.12011
H25 5.18164 -1.99530 -3.13211
H26 5.68964 0.19850 -2.11311
H27 4.44004 0.95260 -0.13331
H28 2.37924 1.21290 3.95999
H29 4.10494 1.42070 5.70459
H30 6.31094 0.34410 5.39869
H31 6.75434 -0.99500 3.37659
H32 5.03884 -1.21090 1.63749
H33 0.36814 -3.68300 2.96299
H34 -1.92776 -4.41040 2.35999
H35 -3.21216 -3.01480 0.72309
H36 -2.15156 -1.03660 -0.23781
Br1 1.33194 1.65240 -1.33501
C36 -2.17516 -4.58460 -2.24581
C37 -1.20426 -3.74300 -3.07411
C38 -1.18956 -4.23750 -4.51501
C39 0.19784 -3.90850 -2.47891
P2 -1.55406 -1.87400 -2.85501
C40 -0.56116 -1.21670 -4.26081
C41 0.73454 -0.83320 -3.91781
C42 1.59014 -0.27980 -4.85231
C43 1.16124 -0.09480 -6.15591
C44 -0.11986 -0.48060 -6.51231
C45 -0.97466 -1.03520 -5.57691
C46 -3.37696 -1.49410 -3.30851
C47 -4.08826 -2.32910 -4.36831
C48 -3.39266 -0.01600 -3.71361
C49 -4.17206 -1.63930 -2.00201
H37 -1.88766 -5.63480 -2.30791
H38 -3.19366 -4.50310 -2.61321
H39 -2.15056 -4.29160 -1.19651
H40 -0.92186 -5.29340 -4.52241
H41 -0.45856 -3.69920 -5.11461
H42 -2.16436 -4.13550 -4.97811
H43 0.46964 -4.96250 -2.43971
H44 0.23634 -3.50860 -1.46401
H45 0.93714 -3.38520 -3.08181
H46 1.07314 -0.96640 -2.89771
H47 2.58614 0.01370 -4.55571
H48 1.82194 0.34740 -6.88761
H49 -0.45656 -0.35330 -7.53091
H50 -1.95966 -1.32980 -5.89811
H51 -3.57716 -2.32510 -5.32451
H52 -5.08206 -1.90880 -4.51831
H53 -4.21716 -3.35900 -4.04921
H54 -2.71326 0.56630 -3.08631
H55 -4.39776 0.39300 -3.60731
H56 -3.08116 0.11720 -4.74591
H57 -4.02586 -2.62200 -1.56241
H58 -5.23566 -1.51870 -2.20421
H59 -3.88886 -0.88510 -1.26901

**E_HOMO**: -10.366 eV
**Net charge**: +1
**Lowest unoccupied orbital energy**: -2.69 eV

Results of the Löwdin charge analysis, in e, for atoms 1 through 4: -0.214 -0.058 -0.352 -0.040

***

2.
Entry from the OMol25 dataset: a molecular structure, C31H56Cl7F6KN3O11 at a distorted geometry (wB97M-V/def2-TZVPD).

CARTESIAN COORDINATES (ANGSTROEM)
C1 0.08791 -2.78269 -0.03872
O1 -0.57885 -1.82145 0.82565
C2 0.40572 -0.91681 1.34713
C3 -0.04656 0.50813 1.06476
C4 0.51859 1.05739 -0.26433
N1 1.66737 1.97085 0.02853
C5 1.66582 3.23292 -0.37746
C6 2.76661 4.03265 -0.07178
C7 3.82166 3.50337 0.63749
C8 3.70048 2.14755 0.97684
C9 4.83912 1.50077 1.72328
O2 5.72382 2.17818 2.13909
C10 4.87617 -0.02248 1.97417
F1 5.39435 -0.20533 3.20091
F2 3.64404 -0.60714 2.00471
C11 5.76256 -0.77141 0.93807
F3 6.96850 -0.21492 0.99065
F4 5.84626 -2.06182 1.25040
C12 5.21556 -0.62109 -0.51096
F5 5.16024 0.69537 -0.84879
F6 6.07232 -1.20699 -1.35633
C13 3.86634 -1.31548 -0.70662
O3 2.86576 -0.66341 -0.87032
O4 3.88517 -2.63839 -0.71386
N2 2.65395 1.40566 0.67968
H1 0.80962 -2.31716 -0.69787
H2 0.58571 -3.52447 0.58014
H3 -0.67293 -3.28695 -0.62565
H4 1.39264 -1.12103 0.95779
H5 0.45685 -1.09803 2.42482
H6 0.28559 1.13216 1.89383
H7 -1.12921 0.56235 0.99714
H8 0.98308 0.24773 -0.81384
H9 -0.22361 1.59891 -0.83265
H10 0.81795 3.60308 -0.92406
H11 2.77048 5.06099 -0.39581
H12 4.68177 4.09255 0.90428
H13 3.42592 -2.95090 0.07959
C14 5.09873 -5.49583 1.02199
Cl1 4.14204 -4.47483 2.11919
Cl2 4.18760 -6.90675 0.49089
H14 5.36981 -4.90152 0.15589
H15 5.98107 -5.82762 1.55427
C15 2.68550 -0.00953 -4.14222
C16 1.17638 -0.14772 -4.16139
C17 0.62464 -0.16927 -5.57646
O5 0.58375 0.94678 -3.41776
H16 3.00341 0.92812 -4.61190
H17 3.02486 0.01315 -3.11098
H18 3.17097 -0.83633 -4.65867
H19 0.89175 -1.06329 -3.64198
H20 0.86327 0.76316 -6.09804
H21 -0.46353 -0.26513 -5.56639
H22 1.04029 -1.00024 -6.14442
H23 0.83396 1.76586 -3.85900
C18 4.28046 4.76107 4.79241
O6 3.19165 3.98451 4.28217
H24 3.93181 5.78350 4.90910
H25 4.60452 4.38088 5.76235
H26 5.12542 4.74629 4.10043
H27 3.51344 3.08366 4.18652
Cl3 9.18071 -0.89747 -0.23476
C19 -3.50725 2.21071 -4.58040
C20 -2.09811 2.74259 -4.74718
O7 -1.81181 3.06252 -6.11015
C21 -2.37162 4.18682 -6.55676
O8 -3.06122 4.93750 -5.90873
O9 -2.04044 4.33674 -7.83053
C22 -2.64146 5.46357 -8.47867
H28 -3.67088 1.35580 -5.23619
H29 -3.67453 1.90103 -3.54707
H30 -4.24823 2.96709 -4.83924
H31 -1.37963 1.97685 -4.46171
H32 -1.91692 3.61462 -4.11472
H33 -2.43740 6.38212 -7.93393
H34 -3.71502 5.31223 -8.57490
H35 -2.19762 5.52472 -9.46694
C23 -1.32191 -3.34406 4.36691
C24 -2.82741 -3.47416 4.27076
C25 -3.41790 -4.58246 5.13721
O10 -3.15085 -5.84432 4.55999
C26 -2.01764 -6.55287 5.08451
N3 -3.16496 -3.82592 2.84594
H36 -0.80427 -4.18793 3.90816
H37 -0.99086 -2.44206 3.84854
H38 -1.00345 -3.27358 5.40487
H39 -3.30393 -2.51200 4.48981
H40 -4.50816 -4.47936 5.15403
H41 -3.07120 -4.50866 6.16760
H42 -1.81557 -6.27479 6.11898
H43 -1.13242 -6.36923 4.47415
H44 -2.24641 -7.61450 5.04156
H45 -2.62617 -3.27799 2.16477
H46 -4.16131 -3.71499 2.65497
H47 -2.95963 -4.82726 2.71785
Cl4 2.57942 -4.39862 -2.21917
C27 -5.40149 1.22989 -0.92070
C28 -5.27965 2.73151 -0.69200
C29 -3.92922 2.83992 0.01128
O11 -3.13341 1.77628 -0.48643
C30 -3.95635 0.85656 -1.22538
H48 -6.08640 0.95724 -1.72058
H49 -5.73866 0.74363 -0.00471
H50 -5.24007 3.24091 -1.65321
H51 -6.10000 3.15843 -0.10646
H52 -4.03920 2.72045 1.09245
H53 -3.41795 3.79276 -0.17786
H54 -3.73273 0.97558 -2.28828
H55 -3.70643 -0.16155 -0.93416
K1 -5.36883 5.19717 -1.96892
C31 -5.89064 -1.53288 6.36479
Cl5 -4.64125 -0.85479 5.29821
Cl6 -7.05920 -2.45883 5.42526
Cl7 -5.16487 -2.51947 7.62494
H56 -6.40616 -0.70703 6.83634

**E_HOMO**: -5.971 eV
**Net charge**: +1
**Lowest unoccupied orbital energy**: -4.60 eV

Results of the Löwdin charge analysis, in e, for atoms 1 through 4: -0.087 -0.226 -0.230 -0.113

***

3.
Entry from the OMol25 dataset: 14 unconnected molecules or ions with the total composition C6H38O14 at a distorted geometry (wB97M-V/def2-TZVPD).

CARTESIAN COORDINATES (ANGSTROEM)
C1 2.34042 1.16082 3.63294
C2 1.71900 1.30066 2.25491
C3 1.16706 -0.04680 1.73003
C4 -0.91086 -0.75637 -1.50986
O1 -1.02746 -2.20232 -1.60103
C5 -0.34990 -0.34032 -0.16046
C6 0.83734 0.06877 0.27143
H1 1.68850 0.72722 4.39628
H2 3.23938 0.54348 3.62098
H3 2.55053 2.13057 4.08173
H4 2.39076 1.70922 1.49717
H5 0.92289 2.04967 2.30957
H6 2.02383 -0.71810 1.83494
H7 0.44103 -0.51560 2.38421
H8 -1.81123 -0.17902 -1.71581
H9 -0.22668 -0.64571 -2.34648
H10 -1.73761 -2.42820 -0.98846
H11 -1.17206 -0.68567 0.45722
H12 1.63656 0.42010 -0.35822
H13 -3.24021 -2.80441 0.17712
H14 -3.43155 -1.43858 0.91871
O2 -2.84578 -1.94638 0.34654
H15 -1.30506 0.62558 3.67234
H16 -0.46595 1.83487 4.23043
O3 -1.31251 1.38698 4.26437
H17 -1.43706 3.19374 -1.45689
H18 -1.22520 2.08002 -0.36148
O4 -1.17924 2.28498 -1.30661
H19 0.76559 -0.41560 -4.92992
H20 -0.51403 -0.29032 -4.04955
O5 -0.09810 -0.00097 -4.86732
H21 -1.67941 1.72121 1.57331
H22 -1.18101 2.86376 2.26443
O6 -1.63913 2.68225 1.43137
H23 2.89972 -2.65318 -0.81488
H24 2.59210 -3.82541 0.17808
O7 3.21382 -3.12792 -0.04041
H25 1.27310 1.79768 -3.43779
H26 1.93161 1.98858 -2.09564
O8 1.97806 1.40163 -2.85946
H27 -0.28720 1.91395 -4.67969
H28 -0.67489 2.26867 -3.15803
O9 -0.21700 2.54871 -3.95708
H29 -0.19522 4.38467 0.52110
H30 -1.04396 5.06632 -0.60051
O10 -0.15842 4.82280 -0.32910
H31 -2.75324 -1.57774 3.82299
H32 -1.74948 -1.74476 2.76636
O11 -2.55188 -1.20875 2.95430
H33 2.08927 -0.48536 -2.30619
H34 2.30068 -2.02918 -2.34810
O12 1.88768 -1.31913 -1.84331
H35 0.00680 -3.03581 -0.74690
H36 -0.36378 -4.48613 -0.40412
O13 0.33419 -3.84708 -0.23096
H37 -0.29933 -2.87918 1.59020
H38 0.59712 -3.15837 2.82036
O14 -0.18956 -2.68940 2.53715

**E_HOMO**: -9.364 eV
**Lowest unoccupied orbital energy**: -0.03 eV

Results of the Löwdin charge analysis, in e, for atoms 1 through 4: -0.114 -0.256 -0.193 -0.219

***

4.
Entry from the OMol25 dataset: 2 unconnected molecules or ions with the total composition C5H9OP at a distorted geometry (wB97M-V/def2-TZVPD).

CARTESIAN COORDINATES (ANGSTROEM)
C1 -1.66179 1.00255 1.11824
C2 -1.44188 -0.04824 0.38003
C3 0.94560 -1.00548 0.18408
C4 -2.23369 -1.08550 -0.18931
C5 2.64495 0.66096 -1.08035
O1 0.95577 -2.14991 -0.13607
P1 2.32899 0.14823 0.65241
H1 -2.67302 1.43277 1.06066
H2 -1.04863 1.61411 1.73864
H3 -2.27232 -1.93125 0.61979
H4 -1.89327 -1.50710 -1.04062
H5 -3.24935 -0.69475 -0.33143
H6 3.10331 1.63707 -0.95248
H7 1.55817 0.63544 -1.55408
H8 3.38052 -0.09226 -1.47603
H9 1.55665 1.38337 1.00653

**E_HOMO (spin up / spin down)**: -7.533 / -7.234 eV
**Lowest unoccupied orbital energy (spin up / spin down)**: 0.19 / 0.33 eV

Results of the Löwdin charge analysis, in e, for atoms 1 through 4: -0.049 -0.207 -0.444 -0.140